Below is C3H6N4O in the gas phase at a distorted geometry, with properties calculated with ωB97M-V/def2-TZVPD.

Last column: Mulliken charge in e.
Atoms and positions in Å:
C 0.60871 -0.92771 -0.02295  -0.1432
C -0.49046 -0.09345 -0.02862  0.5094
C 2.99017 0.02862 0.35362  -0.0097
N 1.89678 -0.79390 -0.28433  -0.1108
N -0.37084 1.22015 -0.23934  -0.2926
N -1.88233 -0.53137 0.22858  -0.6467
N -1.45810 2.00209 -0.05513  -0.4127
O 3.80418 0.59093 -0.28743  -0.3215
H 0.29626 -1.92875 0.40337  0.1686
H 2.40206 -1.68094 -0.18220  0.3073
H -1.82503 -0.85181 1.15923  0.2124
H -2.28409 -1.26959 -0.26578  0.2144
H -1.40957 2.76562 -0.69175  0.2584
H -2.27772 1.47011 -0.08725  0.2667

Its spin multiplicity is 1. The energy relative to the best compared isomer or geometry (same formula, charge and spin) comes out at 488.2 kJ/mol. The total energy comes out at -412.0230 a.u. The value obtained for the HOMO energy (spin up / spin down) is -7.9998 / -7.3304 eV. The LUMO energy (spin up / spin down) is -0.2 / -0.6 eV.



Below is a gas-phase ion, C4H9N2OS (charge +1) at a distorted geometry, with properties calculated with ωB97M-V/def2-TZVPD.

Last column: Mulliken charge in e.
Atoms and positions in Å:
C 2.29572 2.02168 0.05075  -0.5191
O 0.91024 1.92021 0.12237  -0.2892
C 0.36955 0.69935 -0.01441  0.2286
N -0.93989 0.60222 -0.15202  -0.0616
C -1.87534 -0.41854 -0.01246  0.7464
C -1.35348 -1.88203 -0.01625  -1.3339
N -3.19431 -0.21583 0.01563  -0.2334
S -4.13424 1.12446 0.02790  -0.1398
H 2.50791 1.04717 -0.07282  0.3320
H 2.78060 2.41551 0.93385  0.2506
H 2.44301 2.69842 -0.82600  0.2394
H 0.81178 -0.22249 -0.01860  0.2241
H -1.55606 1.45986 -0.14878  0.1785
H -2.02852 -2.64858 0.64276  0.3480
H -0.36700 -1.79712 0.34524  0.3997
H -1.51132 -2.16139 -1.11693  0.3461
H -3.65945 -1.15445 -0.01516  0.2836

Its spin multiplicity is 1. The energy relative to the best compared isomer or geometry (same formula, charge and spin) comes out at 419.4 kJ/mol. Its SMILES is CO/C=[NH+]/C(C)=[NH+]\[S-]. The total energy comes out at -740.3832 a.u. The value obtained for the HOMO energy (spin up / spin down) is -12.3143 / -11.7844 eV. Its total charge is +1. The LUMO energy (spin up / spin down) is -5.2 / -5.6 eV.



Below is a molecular structure, C25H22AsBaIN6S4 at a distorted geometry, with properties calculated with ωB97M-V/def2-TZVPD.

Last column: Mulliken charge in e.
Atoms and positions in Å:
Ba -1.04808 0.65085 -2.50654  1.0151
C 1.84119 -4.67063 3.05473  -1.3560
C 1.49702 -3.26202 2.69506  0.7129
C 0.54603 -2.57913 3.45951  -0.8823
C -0.04762 -1.43162 3.01737  -0.3864
C 0.40446 -0.72782 1.90975  0.4781
N -0.00136 0.49368 1.52262  -0.5407
C -0.38382 1.45926 2.36579  0.4418
C 0.14628 1.67209 3.65700  -0.1962
C -0.09593 2.79902 4.40038  -1.1333
C -0.76251 3.95371 3.82109  0.9762
C -0.82025 5.27495 4.50851  -1.3223
C -1.28089 3.82502 2.53008  -0.7490
C -1.17452 2.58739 1.84187  0.0692
N -1.90584 2.39871 0.65873  1.1083
C -2.52534 1.20246 0.27581  -0.1064
C -3.34704 1.49433 -0.83929  -1.4421
C -3.23733 2.91075 -1.00537  -0.1613
N -2.41111 3.46519 -0.07791  -1.1084
C 1.45084 -1.37269 1.15005  -0.0285
C 1.97164 -2.64049 1.55711  -0.6030
N 2.05356 -0.77056 -0.04467  1.0562
C 2.26059 0.62396 -0.29621  -0.2558
C 2.96478 0.73028 -1.47579  -0.5715
C 3.26572 -0.58809 -1.86755  -0.4590
N 2.68735 -1.47914 -1.00408  -1.1426
H 2.89578 -4.83541 2.84819  0.3547
H 1.21513 -5.44492 2.53100  0.2278
H 1.73870 -4.90525 4.14548  0.3372
H 0.23950 -2.93419 4.43861  0.2714
H -0.86127 -1.02524 3.62825  0.4247
H 0.86616 0.95515 4.04930  0.4008
H 0.35928 2.90109 5.40657  0.2488
H -0.69709 6.08285 3.75162  0.3274
H 0.02936 5.42955 5.22032  0.3377
H -1.78305 5.48841 5.02315  0.2340
H -1.82131 4.61198 1.95443  0.3951
H -2.23504 0.28113 0.75386  0.4542
H -4.09856 0.88781 -1.33305  0.4015
H -3.77586 3.48065 -1.75052  0.6504
H 2.76382 -3.07333 0.92564  0.3821
H 1.91968 1.40834 0.40133  0.3155
H 3.19890 1.66262 -1.94871  0.4547
H 3.93098 -0.90708 -2.66242  0.4453
S -1.62229 2.68880 -7.59336  -0.6426
As -1.41741 1.96698 -5.55676  0.2954
S -2.43767 3.35641 -4.03164  -0.5756
S 0.74816 1.57410 -4.79309  -0.5528
S -2.55113 -0.02463 -5.32231  -0.6242
I 1.61541 -3.90360 -6.76863  0.0865
C 0.70634 -3.36025 -4.99979  -0.3175
C 0.00591 -4.33884 -4.27634  -0.1837
C -0.61160 -3.95682 -3.05000  -1.0007
C -0.45663 -2.65724 -2.62996  0.0171
N 0.14804 -1.71569 -3.35495  0.1093
C 0.75369 -2.06854 -4.49496  -0.1622
H -0.02004 -5.32521 -4.71134  0.3261
H -1.08144 -4.67383 -2.34538  0.3134
H -0.89306 -2.38919 -1.69576  0.4350
H 1.18075 -1.25606 -5.06685  0.4000

Its spin multiplicity is 1. The total energy comes out at -5446.2262 a.u. The value obtained for the HOMO energy is -1.4618 eV. Its total charge is -2. The LUMO energy is 3.4 eV.



Below is C9H16N2O2 in the gas phase at a distorted geometry, with properties calculated with ωB97M-V/def2-TZVPD.

Last column: Mulliken charge in e.
Atoms and positions in Å:
C -0.81290 -0.79446 -0.97603  -0.3702
C 2.16448 0.71815 -0.02816  0.5319
C 0.48570 -0.53565 -0.55967  0.0315
C 2.47419 -1.61337 -0.12419  -0.4432
C -1.33261 2.11101 0.21308  -1.2374
C -2.84944 -0.64498 1.10874  -1.0765
C 4.31511 -0.27012 0.65671  -1.0036
C -1.72310 1.40835 -1.13376  -0.6240
C -3.07193 -0.50324 -0.30767  -0.6873
N 3.07474 -0.17320 -0.01542  0.0088
N -1.84082 0.01042 -1.06552  0.0281
O 1.33722 -1.61989 -0.81790  -0.3779
O 2.02036 1.85314 0.16160  -0.4654
H -0.88371 -1.82049 -1.30086  0.3383
H 3.21355 -2.26027 -0.71002  0.3266
H 2.34042 -2.02029 0.88739  0.3617
H -0.54972 1.63889 0.68258  0.3732
H -0.92089 3.10415 0.02311  0.3500
H -2.24505 2.06562 0.79534  0.3967
H -2.28978 0.14447 1.55210  0.2908
H -3.70863 -0.86093 1.58917  0.4730
H -2.26967 -1.60835 1.40034  0.2560
H 4.77494 0.70004 0.54872  0.3827
H 4.24580 -0.53462 1.67426  0.3740
H 4.84133 -1.04662 0.22744  0.3218
H -0.98230 1.88088 -1.86513  0.3103
H -2.69383 1.79759 -1.45816  0.3952
H -3.80088 0.32058 -0.40313  0.3442
H -3.31255 -1.44680 -0.75496  0.3909

Its spin multiplicity is 1. The energy relative to the best compared isomer or geometry (same formula, charge and spin) comes out at 656.4 kJ/mol. The total energy comes out at -612.3357 a.u. The value obtained for the HOMO energy is -6.9502 eV. The LUMO energy is 0.7 eV.



Below is C21H25N3O5S2 in the gas phase, with properties calculated with ωB97M-V/def2-TZVPD.

Last column: Mulliken charge in e.
Atoms and positions in Å:
C 1.63704 4.96799 -1.98577  -1.4821
C 1.10083 3.81549 -1.14603  0.1206
C 2.22575 3.09399 -0.40769  -0.6913
C 1.72215 1.92724 0.44667  -1.3646
N 1.15072 0.88125 -0.35482  1.2220
C 1.83752 -0.11495 -0.99387  -0.0152
S 3.51052 -0.40558 -0.64418  -0.1819
C 3.60003 -2.21806 -0.82106  -0.9008
C 2.35423 -3.07197 -0.57851  0.4444
O 2.25254 -4.08116 -1.23732  -0.6034
C 1.34445 -2.65903 0.40479  -0.1909
C 0.04178 -3.09428 0.18205  -1.4879
C -1.00913 -2.60157 0.93177  -0.1669
C -0.77782 -1.67152 1.93545  0.7000
O -1.73166 -1.07980 2.68398  -0.4020
C -3.07556 -1.48867 2.52164  -0.7337
C 0.55797 -1.29534 2.23258  0.7637
O 0.70123 -0.43018 3.27769  -0.4720
C 1.99617 -0.18669 3.76872  -0.8468
C 1.59765 -1.78549 1.46955  -0.0929
N 1.09161 -0.89963 -1.71821  -0.6821
C -0.18615 -0.45635 -1.52304  0.6738
C -1.39584 -1.00623 -1.92818  -0.6787
C -2.53330 -0.40878 -1.43973  0.5740
S -4.10575 -1.18343 -1.70636  1.3861
N -4.98222 0.02871 -2.48298  -0.5779
O -3.96907 -2.30970 -2.58285  -0.7087
O -4.72454 -1.38120 -0.42335  -0.6878
C -2.52408 0.70938 -0.61227  -0.9498
C -1.33304 1.28438 -0.22043  -0.8696
C -0.16812 0.67494 -0.66299  -0.2308
H 0.82494 5.47119 -2.50433  0.4083
H 2.34355 4.60256 -2.72738  0.3431
H 2.14628 5.69482 -1.35676  0.3577
H 0.38047 4.20071 -0.42059  0.2297
H 0.57620 3.11049 -1.79462  0.1543
H 2.95170 2.71066 -1.12830  0.2812
H 2.74373 3.79801 0.24598  0.4804
H 2.56571 1.50108 0.99936  0.3015
H 0.96349 2.26565 1.15589  0.4713
H 3.94681 -2.43867 -1.83149  0.4490
H 4.37571 -2.52162 -0.11318  0.4692
H -0.13892 -3.78872 -0.62254  0.4414
H -2.01374 -2.92173 0.70806  0.4534
H -3.45145 -1.30000 1.51185  0.2067
H -3.19486 -2.54963 2.75885  0.3735
H -3.64282 -0.89505 3.23625  0.2526
H 1.86170 0.43385 4.65322  0.2652
H 2.61603 0.35238 3.04393  0.2005
H 2.49971 -1.11658 4.05172  0.3684
H 2.61373 -1.50362 1.69527  0.6517
H -1.45496 -1.88241 -2.55039  0.6476
H -5.90290 0.12817 -2.08586  0.2806
H -5.03251 -0.14119 -3.47470  0.2605
H -3.46993 1.09499 -0.26959  0.3248
H -1.31359 2.14092 0.43410  0.4608

Its spin multiplicity is 1. The energy relative to the best compared isomer or geometry (same formula, charge and spin) comes out at 148.4 kJ/mol. Its SMILES is CCCCn1c(SCC(=O)c2ccc(OC)c(OC)c2)nc2cc(S(N)(=O)=O)ccc21. The total energy comes out at -2152.0672 a.u. The value obtained for the HOMO energy is -8.0003 eV. The LUMO energy is 0.4 eV.



Below is a molecular structure, C21H45As3F3MgN5S, with properties calculated with ωB97M-V/def2-TZVPD.

Last column: Mulliken charge in e.
Atoms and positions in Å:
Mg -1.16734 0.38562 0.32537  1.7553
C -3.18954 3.55164 1.26101  -1.4124
As -1.44147 2.74794 1.58872  0.4053
C -0.35924 4.33673 1.29287  -1.3541
C -1.60216 2.58322 3.53432  -1.8670
C -0.42474 2.06461 4.39040  2.6550
C -0.84912 2.33637 5.84145  -1.9104
C -0.23816 0.54576 4.24675  -1.8133
As 0.36213 -0.27291 2.55508  0.9130
C 0.52312 -2.08375 3.26284  -1.4640
C 2.26865 0.11143 2.47358  -1.1361
C 0.85468 2.84646 4.04595  -1.4993
As 2.57660 2.81992 5.07045  0.4037
C 2.13475 4.23291 6.34865  -1.1744
C 2.47818 1.33425 6.35485  -1.1064
H -3.38276 4.30455 2.02124  0.4490
H -3.98054 2.80479 1.30029  0.4255
H -3.20150 4.04342 0.28831  0.4645
H -0.62878 5.08587 2.03469  0.4337
H -0.59219 4.72123 0.30111  0.5126
H 0.70274 4.12560 1.35748  0.3875
H -2.48160 1.95121 3.68679  0.5163
H -1.87357 3.58252 3.87839  0.6813
H -1.82560 1.89274 6.04943  0.4378
H -0.92138 3.41110 6.02359  0.4583
H -0.13689 1.91859 6.55000  0.2649
H -1.17891 0.03814 4.47489  0.5689
H 0.48522 0.20551 4.98496  0.5369
H 1.17778 -2.04343 4.13148  0.4711
H 0.97286 -2.73303 2.51321  0.3906
H -0.44339 -2.48063 3.56794  0.4230
H 2.65075 0.22442 3.48226  0.1954
H 2.49518 1.01225 1.90664  0.3813
H 2.73818 -0.74653 1.99651  0.4513
H 0.61754 3.91440 4.05020  0.7154
H 1.15347 2.60773 3.02330  -0.2500
H 2.02567 5.18303 5.82745  0.3356
H 2.95801 4.32854 7.05590  0.4335
H 1.22189 4.01081 6.89979  0.3351
H 2.55742 0.35824 5.87847  0.2748
H 1.60062 1.36182 6.99747  0.3244
H 3.36055 1.45806 6.98338  0.4577
N -2.33830 1.40128 -1.35407  -0.5806
C -1.26278 1.83698 -2.29621  -0.6737
C -0.24813 0.71660 -2.43370  -0.5201
N 0.39647 0.48781 -1.11157  -0.4423
H -2.99028 0.81933 -1.86631  0.2059
H -2.88679 2.20411 -1.06399  0.1571
H -0.77398 2.71187 -1.86570  0.2278
H -1.65518 2.12928 -3.26794  0.4770
H 0.47260 0.94351 -3.21701  0.4969
H -0.75862 -0.20562 -2.72060  0.2895
H 1.10929 1.19486 -0.96202  0.3233
H 0.88116 -0.42221 -1.08595  -0.3676
C 5.28813 -1.85469 -2.18458  -1.1103
N 4.08009 -1.75578 -1.37325  -0.1204
C 3.06902 -2.62637 -1.41043  0.3254
N 3.16003 -3.62264 -2.29470  -0.3616
S 1.70798 -2.49181 -0.38550  -0.3216
H 5.88764 -0.96422 -2.02571  0.3561
H 5.03414 -1.90763 -3.24288  0.3735
H 5.89136 -2.72308 -1.91164  0.3601
H 4.05410 -1.09589 -0.61689  0.2430
H 4.00867 -3.82043 -2.79789  0.1989
H 2.42772 -4.31103 -2.30943  0.2089
F -1.79057 -6.23811 -1.61185  -0.2318
C -2.94353 -5.61747 -1.33885  0.7851
F -3.54711 -6.27668 -0.34874  -0.2300
F -3.71896 -5.66833 -2.42077  -0.2639
C -2.67124 -4.18635 -0.92330  0.3566
C -1.75656 -3.93645 0.08128  -0.9852
C -1.50747 -2.62599 0.43118  -0.0359
N -2.10686 -1.56924 -0.15475  -0.0696
C -3.01045 -1.84613 -1.11074  -0.2541
C -3.32072 -3.12425 -1.52433  -0.8614
H -1.22831 -4.74067 0.57591  0.4857
H -0.78304 -2.41211 1.20138  0.1698
H -3.52998 -1.01337 -1.55950  0.3743
H -4.05464 -3.28403 -2.30180  0.5439

Its spin multiplicity is 1. The energy relative to the best compared isomer or geometry (same formula, charge and spin) comes out at 0.0 kJ/mol. The total energy comes out at -8705.7968 a.u. The value obtained for the HOMO energy is -12.8263 eV. Its total charge is +2. The LUMO energy is -5.2 eV.